(1)
Computed, not measured: a structure of composition C4H3NO2 in a non-equilibrium geometry, with the ωB97M-V functional and the def2-TZVPD basis.

As for the largest force on an atom: 4.32 eV/A. The calculation puts the LUMO energy at -0.016 hartree. Its net charge is 0. The gap between HOMO and LUMO is 8.474 eV.

CARTESIAN COORDINATES (ANGSTROEM)
C: -0.6298 0.8902 1.2348
C: 1.3333 0.9451 1.3900
C: -1.2533 1.6945 2.0412
C: -0.6884 0.0580 0.0145
N: 1.6299 0.3661 0.2969
O: -1.6210 2.3717 2.9328
O: 0.6281 -0.2087 -0.5458
H: -1.2193 -1.0169 0.0932
H: -1.2218 0.6025 -0.6972
H: 2.4045 0.3385 -0.3377

Forces on atoms 1 to 2 (eV/Å):
C 4.23 -0.87 -0.10
C -1.93 0.79 0.32

Quick look at the Löwdin charges, all values in e:
1 C -0.100
2 C 0.133
3 C -0.198
4 C -0.198
5 N -0.060
6 O 0.151
7 O -0.121
8 H 0.163
9 H 0.086
10 H 0.145

---

(2)
Computed, not measured: an isolated molecule of C4H3NO2 in a non-equilibrium geometry, with the ωB97M-V functional and the def2-TZVPD basis.

As for the largest force on an atom: 6.34 eV/A. The calculation puts the LUMO energy (spin up / spin down) at -0.023 / -0.029 hartree. Its net charge is 0. The gap between HOMO and LUMO (spin up / spin down) is 8.891 / 7.748 eV.

CARTESIAN COORDINATES (ANGSTROEM)
C: -0.8719 -0.9395 -0.4959
C: -1.7234 -0.0096 -0.2253
C: 0.6456 -1.0901 -0.2693
C: 0.6336 0.9740 0.5937
N: 1.2716 -0.0887 0.1621
O: 0.8118 2.1815 0.1310
O: 1.1372 1.8913 1.4893
H: -1.2642 -1.8237 -1.1375
H: -1.6984 0.8074 0.4003
H: 1.0583 -1.9027 -0.6484

Forces on atoms 1 to 2 (eV/Å):
C 0.09 -3.58 -2.03
C 0.91 -0.87 -0.17

Quick look at the Löwdin charges, all values in e:
1 C -0.195
2 C 0.148
3 C -0.048
4 C -0.443
5 N 0.158
6 O 0.100
7 O 0.095
8 H 0.115
9 H 0.002
10 H 0.068

---

(3)
Computed, not measured: an isolated molecule of C4H3NO2 in a non-equilibrium geometry, with the ωB97M-V functional and the def2-TZVPD basis.

As for the largest force on an atom: 3.93 eV/A. Its SMILES is O=C1C=CNC1=O. The calculation puts the LUMO energy at -0.041 hartree. Its net charge is 0. The gap between HOMO and LUMO is 8.382 eV.

CARTESIAN COORDINATES (ANGSTROEM)
C: -1.0518 -0.6909 -0.1077
C: 0.4483 1.1272 -0.0441
C: 1.2932 0.0147 -0.0671
C: 0.3694 -1.2036 -0.1023
H: -1.7535 1.2959 -0.0390
H: 0.6610 2.2069 0.2015
H: 2.3711 0.0383 0.4773
N: -0.8955 0.6824 -0.2716
O: -2.1750 -1.0914 0.0795
O: 0.7330 -2.3794 -0.1264

Forces on atoms 1 to 2 (eV/Å):
C -1.96 2.28 0.33
C 0.22 -2.04 0.10

Quick look at the Löwdin charges, all values in e:
1 C -0.386
2 C -0.061
3 C -0.019
4 C -0.296
5 H 0.194
6 H 0.134
7 H 0.156
8 N 0.042
9 O 0.128
10 O 0.108

---

(4)
Computed, not measured: an isolated molecule of C4H3NO2, with the ωB97M-V functional and the def2-TZVPD basis.

As for the largest force on an atom: 0.66 eV/A. Its SMILES is O=Cc1ncco1. The calculation puts the LUMO energy at 0.005 hartree. Its net charge is 0. The gap between HOMO and LUMO is 10.032 eV.

CARTESIAN COORDINATES (ANGSTROEM)
O: 3.0308 0.0856 0.0204
C: 1.8785 0.3899 -0.0471
C: 0.6292 -0.2737 0.4535
N: 0.0719 -1.2166 -0.2418
C: -1.2552 -0.8424 -0.3258
C: -1.4331 0.3126 0.3602
O: -0.2428 0.6745 0.8869
H: 1.4988 1.2390 -0.6544
H: -1.9346 -1.3706 -0.9764
H: -2.2434 1.0018 0.5244

Forces on atoms 1 to 2 (eV/Å):
O -0.42 -0.09 0.14
C 0.64 -0.16 0.02

Quick look at the Löwdin charges, all values in e:
1 O 0.104
2 C -0.180
3 C -0.309
4 N 0.148
5 C -0.100
6 C -0.080
7 O 0.040
8 H 0.144
9 H 0.109
10 H 0.124